C13H22N3OP2Pd | ωB97M-V/def2-TZVPD

The geometry in XYZ format:
```
42
Properties=species:S:1:pos:R:3:mulliken_charge:R:1
H 4.44480 0.94746 -1.60144 0.373
C 3.42856 0.95509 -2.00616 -1.362
C 3.26762 -1.60798 -0.89021 -1.371
H -0.52624 -1.62304 2.76114 0.367
C -1.88627 -1.30026 -1.67781 -0.552
H 1.92174 -0.95432 1.89583 0.351
H 3.43943 0.55452 -3.02135 0.353
H -4.36318 0.26416 -0.01862 0.410
C -0.64924 -0.55036 2.91955 -1.487
N 0.99435 4.05873 -0.88059 -0.764
H 3.75519 0.44431 0.92764 0.526
C -3.02132 -1.17921 -0.89135 0.744
H 0.14477 2.13278 3.18450 0.403
C -0.26278 2.07224 2.17048 -1.448
C 0.59142 2.97397 -0.99961 -0.066
H -1.33472 2.27855 2.19845 0.323
C -3.50197 0.13862 -0.66190 -0.328
P 2.27493 -0.03870 -0.97355 1.195
H -3.20949 2.21487 -1.05968 0.434
H -1.42415 -2.26989 -1.84898 0.231
C 1.78066 0.12735 1.78460 -1.313
Pd 0.08232 0.97423 -1.03674 -0.838
C -2.88133 1.19969 -1.24118 -0.697
P -0.03359 0.39604 1.43772 1.496
H -1.71448 -0.34195 3.03483 0.393
N -3.16870 -3.56415 -0.43911 -0.429
H 0.20782 2.81341 1.52724 0.391
C 2.70616 0.65946 0.68969 -1.049
H -1.56454 1.68996 -2.90119 0.519
H -0.12660 -0.25610 3.83387 0.402
H 2.84454 -2.27946 -0.14193 0.361
C -3.74768 -2.31217 -0.31263 0.328
H 3.21129 -2.09777 -1.86400 0.396
H 4.31433 -1.40526 -0.65054 0.354
H 2.58320 1.74091 0.59410 0.393
H -3.60469 -4.28056 0.11518 0.249
N -1.28524 -0.28867 -2.30800 -0.814
H -2.17031 -3.62720 -0.53273 0.195
H 2.01845 0.58912 2.74861 0.465
O -4.81472 -2.20312 0.27607 -0.683
H 3.04078 1.97314 -2.03543 0.361
C -1.76114 0.98156 -2.10477 0.188
```

Calculated values
**HOMO energy**: -3.517 eV
**Net charge**: -1

---

C13H22N4O3S2Se2W | ωB97M-V/def2-TZVPD

The geometry in XYZ format:
```
47
Properties=species:S:1:pos:R:3:mulliken_charge:R:1
C 1.54922 0.79968 -1.93304 -0.197
H 1.53102 3.71238 -1.11914 0.347
H 1.51612 0.24578 2.36976 0.310
H -3.96418 -3.73162 0.54556 0.216
H -1.55808 -1.90012 3.36036 0.350
H 0.69692 4.81438 0.02206 0.412
Se -0.35198 2.53768 0.17616 0.622
C 1.14412 2.19828 1.49036 -0.945
H 2.04032 1.96968 0.90536 0.378
Se -1.03818 0.27518 2.13876 0.202
H -0.60048 -0.80892 4.38526 0.452
H 0.80992 1.43558 3.49126 0.602
N 1.01102 -0.06842 -1.04094 0.301
C 1.86502 -0.99472 -0.47184 0.436
H 1.03652 -3.80352 1.34336 0.357
C -0.69978 -1.22922 3.38186 -1.030
C 1.80322 -3.19712 0.87266 -1.674
N -0.92228 -2.77912 0.78156 -1.408
C 0.81432 1.07838 2.45996 -0.715
O -2.70068 1.16818 -0.43294 -0.484
H 2.55192 -2.90892 1.60656 0.429
W -0.98038 0.01768 -0.38654 0.381
H -3.82018 0.92458 -3.73704 0.400
C -4.02818 1.37788 -2.77304 -1.125
H 0.84512 1.47208 -2.42484 0.682
C 1.17012 -2.00362 0.25396 0.909
H 4.83322 0.03608 -1.72484 0.499
C 2.89302 0.83778 -2.22084 -0.838
H 3.26272 1.53208 -2.95774 0.502
C 3.25112 -0.94962 -0.67444 -0.777
N -0.15278 -1.80542 0.23106 0.854
S -2.79718 -1.58952 -0.68584 -0.451
H -4.69628 0.74578 -2.19564 0.379
S -2.50188 1.55398 -1.88064 1.394
O -1.95508 2.87388 -1.95784 -0.599
H -0.08968 4.37318 -1.50634 0.336
O -1.50288 0.54408 -2.34504 -0.619
H 3.88062 -1.64782 -0.14714 0.516
H 0.20262 -1.77332 3.10216 0.293
H -2.67268 -4.49892 1.42896 0.251
C 3.77252 -0.02082 -1.54434 -0.551
H 2.30792 -3.80952 0.12706 0.485
C -2.17538 -2.80062 0.41916 0.617
H 1.31712 3.13718 2.02256 0.582
H -4.45438 2.36418 -2.91774 0.424
N -3.01198 -3.72432 0.87766 -0.399
C 0.56882 4.01958 -0.71584 -1.105
```

Calculated values
**Spin multiplicity**: 3
**HOMO energy (alpha / beta)**: -14.288 / -14.676 eV
**Net charge**: +2

---

C13H22N6 | ωB97M-V/def2-TZVPD

The geometry in XYZ format:
```
41
Properties=species:S:1:pos:R:3:mulliken_charge:R:1
C 4.05855 -0.12075 -0.62764 -0.561
N 0.31656 0.25229 -0.19799 0.116
H 0.72942 -0.16446 1.77456 0.448
C 1.28850 -0.01896 0.84426 -0.922
H 5.74724 1.75860 0.51936 0.338
H 1.35715 -2.10068 0.38453 0.333
N -4.50332 1.73138 0.03431 -0.618
C -2.42397 -0.90183 -0.90953 -0.258
H 6.71406 0.66418 -0.46925 0.333
H 0.07667 2.36747 0.00342 0.403
H 0.79462 0.35144 -1.08908 0.140
C 2.99285 -1.21728 -0.67915 -0.871
H 3.49309 -2.18345 -0.78228 0.368
H 2.66702 -1.54580 1.42531 0.404
C -5.73164 1.51022 0.45984 -0.303
H -2.18043 2.43900 -0.86298 0.464
C 6.15929 0.75307 0.46249 -1.361
N -3.46301 -1.60949 -0.58236 -0.761
C -3.86012 0.60348 -0.27550 0.763
H 6.85378 0.62085 1.28884 0.372
N -6.35785 -1.95004 0.47212 -0.396
H -1.23741 1.41960 -1.98673 0.307
H 4.61443 -0.14308 -1.56895 0.441
C -1.64030 1.49574 -0.97098 -0.952
C 2.07506 -1.29402 0.54448 -0.754
H 5.48067 -1.28704 0.48526 0.281
H -7.32640 -1.94014 0.73566 0.263
H -5.91471 -2.79511 0.16182 0.239
H 1.97822 0.82722 1.00502 0.355
H -6.30558 2.38806 0.72621 0.407
H 3.58512 0.86085 -0.55790 0.226
H 4.52178 -0.18738 1.47767 0.249
N -2.59556 0.44445 -0.75692 0.088
C -4.39856 -0.69123 -0.17385 0.842
H -0.92203 1.33693 1.05042 0.474
H -1.49852 -1.31275 -1.25954 0.492
H 2.38600 -1.07543 -1.57676 0.361
C 5.04587 -0.28568 0.52554 -0.194
C -5.71957 -0.77766 0.29671 -0.076
C -0.49694 1.42401 0.04585 -0.800
N -6.36001 0.35344 0.60370 -0.677
```

Calculated values
**SMILES string**: CCCCCCNCCn1cnc2c(N)ncnc21
**HOMO energy**: -8.185 eV

---

C13H23AsBO3 | ωB97M-V/def2-TZVPD

The geometry in XYZ format:
```
41
Properties=species:S:1:pos:R:3:mulliken_charge:R:1
O -2.81265 0.63018 -1.19454 -0.708
H -3.88720 -1.10544 -0.02496 0.450
C 2.79592 0.89904 -1.26308 -0.641
H 1.01693 2.78135 -1.59218 0.212
H 0.05040 -3.96730 0.57170 0.420
H -0.58447 0.97400 -2.49304 0.491
H -4.11597 -3.25012 1.11044 0.353
As 0.41620 2.06936 -0.31657 0.011
H 4.15683 -0.60591 -2.09736 0.427
O 1.98185 0.97429 -0.14678 -0.597
H -0.96480 4.28991 -0.24671 0.308
C -1.73680 0.04348 -1.04083 0.442
C -3.02748 -1.74312 0.12070 -0.515
C -2.06084 -3.75593 0.92673 -0.275
H -0.71469 2.00973 3.45741 0.288
C -1.22493 1.97836 2.48637 -1.078
H 2.26443 1.07071 -2.21048 0.389
C -0.84188 -3.37135 0.45266 -0.887
C -1.22054 3.27694 -0.55123 -1.380
C 3.75543 -1.11109 0.01216 -1.138
O 0.22981 0.00547 1.85554 -0.484
H 1.09695 3.24788 0.55415 0.053
H 4.09143 -2.14390 -0.15066 0.398
H -2.14146 1.40638 2.66370 0.391
H -1.47343 3.00757 2.23460 0.233
C -0.74649 -2.16168 -0.17712 0.396
C -3.14081 -2.95050 0.74632 -0.511
H 2.91860 -1.16656 0.69894 0.154
B -0.23986 1.26259 1.47112 0.472
H -0.53492 -0.47778 2.19934 0.225
H -2.12589 -4.70412 1.44616 0.364
C -1.81220 -1.32076 -0.34380 0.125
H 2.53661 -1.15318 -1.71991 0.155
H -1.44166 3.26603 -1.62125 0.376
H 3.65332 1.58999 -1.18704 0.316
H 4.61706 -0.58117 0.42311 0.332
C 3.36583 -0.53981 -1.34442 -0.386
H -2.12128 2.90971 -0.06077 0.413
H 0.22305 -1.83470 -0.52756 0.187
C -0.43333 0.55063 -1.49652 -1.056
H 0.23292 -0.29917 -1.62435 0.274
```

Calculated values
**HOMO energy**: -3.336 eV
**Net charge**: -1

---

C13H23AuBF4N2Se | ωB97M-V/def2-TZVPD

The geometry in XYZ format:
```
45
Properties=species:S:1:pos:R:3:mulliken_charge:R:1
C 2.06786 6.73118 1.10035 -1.349
H 0.43325 1.55997 -0.84717 0.054
Se -0.39781 1.11367 2.08463 -0.262
H -1.01784 2.50653 -0.75416 0.404
C -2.56378 -4.15328 -1.77348 -0.677
H 1.76721 5.38811 3.40856 0.230
B 2.06384 -5.57239 -0.20350 0.565
H 1.54498 -2.00644 -1.08066 0.299
C 1.11859 2.94241 4.14895 -1.600
H 1.55804 7.50116 1.68207 0.323
H -2.24507 -4.42572 -2.75513 0.334
H -3.68766 -1.39032 -3.18679 0.178
F 3.00262 -6.26972 0.45428 -0.329
N -3.25305 -2.24920 -3.23099 -0.471
Au -0.01362 -0.61333 0.46583 0.104
H 0.20385 -3.82648 -2.08217 0.341
C 1.34450 4.83732 2.55655 -1.000
H 0.27221 3.13586 -1.74290 0.305
H -1.77606 -2.96546 -0.07509 0.355
C -3.63037 -3.10598 -2.05371 -0.533
C 0.04169 2.58666 -0.79503 -1.405
H -4.61365 -3.59677 -2.14542 0.279
H 2.17022 6.93825 0.01713 0.322
F 2.56663 -4.87891 -1.36623 -0.444
C 1.07946 4.64863 0.22823 -1.111
H 1.51450 3.60733 4.90228 0.367
H 0.24744 2.50218 4.57273 0.349
H 1.17575 5.10258 -0.72611 0.240
H -3.40722 -2.67932 -4.11556 0.170
C 1.42847 5.39919 1.28845 0.807
C -0.27377 -2.98085 -1.63792 -0.691
C -1.43702 -3.69980 -0.85309 -0.506
F 1.46905 -4.59257 0.64715 -0.442
H 0.85954 -2.98053 0.00903 0.443
C 0.45199 2.78866 1.68250 -0.104
C 0.52703 3.37805 0.43134 1.285
H 3.05927 6.61414 1.57689 0.303
H -0.52347 -2.26165 -2.40800 0.424
F 1.10326 -6.44170 -0.68958 -0.392
H -3.67733 -2.37615 -1.22730 0.346
H 1.82105 2.06647 4.04060 0.328
C 0.96631 3.52792 2.79927 1.035
H -0.89753 -4.55279 -0.36250 0.271
H -3.07934 -4.99232 -1.30653 0.367
N 0.63598 -2.26458 -0.67779 -0.512
```

Calculated values
**HOMO energy**: -4.841 eV
**Net charge**: -1

---

C13H23B4FO14 | ωB97M-V/def2-TZVPD

The geometry in XYZ format:
```
55
Properties=species:S:1:pos:R:3:mulliken_charge:R:1
H -2.15843 -3.68203 -2.78196 0.360
H -5.32152 -3.60130 -4.20745 0.301
C -3.40472 -2.62193 -4.20375 0.613
H -5.43481 -1.84372 -4.02964 0.313
C -4.84990 -2.72475 -3.74904 -1.230
H 2.71032 5.65846 -3.42201 0.307
O -3.12706 -1.35885 -4.78962 -0.368
C 0.57725 0.34483 1.27536 -0.806
H 1.21509 0.15315 2.14593 0.409
O 4.60828 4.10864 -1.37777 -0.372
O -3.23941 -2.35547 1.91460 -0.605
O -1.41841 -3.59610 5.15592 -0.521
B -0.31881 -3.09839 6.00566 0.440
B -1.11752 -0.89990 5.96371 0.708
C -1.79381 -1.12943 -4.57505 0.562
H -3.19238 -3.38633 -4.96154 0.308
O 4.74111 5.43598 0.44010 -0.304
H 2.74405 4.92039 -1.27672 0.217
C 5.03680 4.20554 -0.08037 0.605
C 1.33668 0.42588 -0.01451 0.766
O -1.14655 -0.25413 -5.12124 -0.570
H 0.16722 -3.80310 6.84396 -0.069
H -0.02810 1.23585 1.46192 0.318
H -3.89475 -4.55929 4.26855 0.305
O -2.01581 -1.05477 4.76969 -0.409
H -2.00795 -4.00677 1.22021 0.246
F -1.46387 -0.09747 7.16557 -0.279
C 3.73960 5.65111 -3.04595 -1.291
O 5.60722 3.31732 0.52716 -0.550
C 0.45552 -1.60651 0.21656 0.632
H 4.32389 4.97788 -3.68035 0.333
H 5.22855 6.73555 -1.05921 0.351
H -4.92989 -2.86555 -2.66581 0.325
O 1.53004 -0.94725 -0.31918 -0.382
H -2.15469 -2.50078 -0.00014 -0.378
O -0.24048 -0.79276 1.06845 -0.303
H 3.61196 6.99165 -0.34739 0.326
C 4.33940 6.23652 -0.65689 -0.656
C 3.75172 5.22088 -1.58971 0.704
O -4.34667 -3.84252 3.71505 -0.521
H -2.71737 -2.08861 -2.20380 0.171
H 4.12015 6.66991 -3.17570 0.353
B -2.14168 -2.49652 4.47653 0.465
O 0.16796 -1.67946 5.87294 -0.425
C 2.65656 1.16951 0.08941 -1.261
O -1.28780 -2.01365 -3.66158 -0.302
B -3.25966 -2.90094 3.28611 0.728
H 3.50939 0.53552 -0.17099 0.313
H 0.72429 0.85468 -0.81748 0.278
C -2.07242 -2.82104 1.14655 0.274
C -2.40745 -2.66166 -3.08531 -0.539
O 0.16109 -2.76244 -0.02954 -0.562
H 2.81933 1.57770 1.09265 0.363
H 2.65411 2.02672 -0.59330 0.124
H -1.04565 -2.40024 1.57042 0.187
```

Calculated values
**SMILES string**: COB(O)B1OBOB(F)O1.C[C@@H]1COC(=O)O1.C[C@@H]1COC(=O)O1.C[C@@H]1COC(=O)O1
**HOMO energy**: -9.761 eV